# 1
Below is C36H51BN8RuS3 as an isolated structure, with properties calculated with the ωB97M-V functional and the def2-TZVPD basis.

## Properties
highest occupied orbital energy (spin up / spin down): -0.6862 / -0.6865 Ha
orbital gap (spin up / spin down): 6.6 / 4.5 eV

Structure (ORCA input):
```
! RIJCOSX wB97M-V def2-TZVPD def2/J DEFGRID3
* xyz 4 5
Ru 2.303 1.962 0.279
C 1.419 -0.223 5.186
C 0.773 -0.641 3.915
C 0.038 -1.802 3.797
C -0.642 -2.193 2.611
N -0.494 -1.349 1.603
N 0.288 -0.270 1.676
B -0.404 -0.433 0.360
N 0.251 -0.973 -0.888
N -0.733 -1.577 -1.571
C -0.427 -2.262 -2.650
C 0.924 -2.334 -3.075
C 1.935 -1.708 -2.386
C 3.362 -1.765 -2.819
C 1.538 -0.988 -1.233
S 2.759 -0.201 -0.228
C -1.534 -2.971 -3.396
C -1.213 -4.476 -3.379
C -1.557 -2.457 -4.845
C -2.889 -2.721 -2.736
N -1.517 0.583 0.097
N -2.729 0.172 0.420
C -3.764 0.975 0.196
C -3.553 2.233 -0.394
C -2.289 2.671 -0.739
C -2.065 4.008 -1.365
C -1.240 1.778 -0.454
S 0.388 2.210 -0.977
C -5.127 0.460 0.613
C -6.230 1.469 0.291
C -5.409 -0.851 -0.136
C -5.082 0.217 2.132
C 0.904 0.184 2.742
S 1.712 1.696 2.642
C -1.455 -3.447 2.423
C -1.374 -4.346 3.657
C -0.888 -4.184 1.195
C -2.912 -3.036 2.160
H 1.287 -0.972 5.961
H 0.985 0.720 5.531
H 2.486 -0.049 5.034
H -0.049 -2.453 4.656
H 1.159 -2.895 -3.971
H 3.462 -2.367 -3.718
H 3.989 -2.203 -2.041
H 3.742 -0.764 -3.031
H -0.285 -4.711 -3.901
H -2.014 -5.012 -3.888
H -1.150 -4.861 -2.359
H -0.618 -2.638 -5.369
H -1.783 -1.390 -4.888
H -2.336 -2.984 -5.395
H -2.919 -3.099 -1.713
H -3.660 -3.238 -3.307
H -3.141 -1.659 -2.721
H -4.404 2.872 -0.593
H -3.016 4.478 -1.601
H -1.487 3.922 -2.286
H -1.525 4.670 -0.684
H -6.295 1.682 -0.779
H -6.108 2.406 0.839
H -7.189 1.052 0.590
H -5.464 -0.689 -1.214
H -6.373 -1.242 0.189
H -4.651 -1.606 0.067
H -4.897 1.142 2.681
H -4.314 -0.512 2.393
H -6.045 -0.173 2.457
H -0.352 -4.666 3.869
H -1.960 -5.245 3.473
H -1.796 -3.869 4.543
H 0.165 -4.437 1.325
H -1.014 -3.592 0.284
H -1.439 -5.115 1.063
H -3.345 -2.524 3.021
H -3.501 -3.935 1.977
H -2.987 -2.389 1.286
C 7.528 0.750 1.412
C 6.932 2.107 1.010
C 5.497 2.047 0.810
N 4.360 1.994 0.651
H 8.608 0.858 1.472
H 7.305 -0.016 0.671
H 7.162 0.433 2.386
H 7.356 2.478 0.072
H 7.108 2.871 1.773
N 2.424 4.098 0.677
C 3.314 4.677 -0.329
C 4.514 5.249 0.078
C 5.353 5.794 -0.877
C 5.005 5.749 -2.226
C 3.807 5.175 -2.620
C 2.947 4.633 -1.672
H 2.819 4.279 1.600
H 1.523 4.572 0.664
H 4.768 5.315 1.131
H 6.271 6.279 -0.572
H 5.665 6.185 -2.965
H 3.526 5.167 -3.664
H 1.987 4.242 -1.985
*
```

# 2
Below is C36H51BrMnN3OP2 as an isolated structure at a distorted geometry, with properties calculated with the ωB97M-V functional and the def2-TZVPD basis.

## Properties
highest occupied orbital energy (spin up / spin down): -0.3341 / -0.3670 Ha
ΔE to the lowest compared entry with this formula, charge and spin: 0.0 kJ/mol
orbital gap (spin up / spin down): 6.1 / 6.5 eV

Structure (ORCA input):
```
! RIJCOSX wB97M-V def2-TZVPD def2/J DEFGRID3
* xyz 1 6
C -0.287 1.840 -1.942
C -1.077 -0.395 -1.991
C -0.696 2.035 -3.266
C -1.484 -0.250 -3.328
C -1.314 0.982 -3.961
H -0.512 2.997 -3.752
H -1.925 -1.102 -3.853
H -1.636 1.121 -4.998
N -0.524 0.654 -1.311
P 1.671 2.021 0.033
P -1.514 -1.472 0.568
C 0.491 2.876 -1.170
H 0.974 3.591 -1.857
H -0.191 3.445 -0.509
C 0.960 -0.056 2.467
O 1.457 -0.315 3.502
C -1.051 -1.704 -1.264
H -1.637 -2.469 -1.794
C -1.230 -3.215 1.352
C -3.384 -1.060 0.567
C 3.175 1.482 -1.023
C 2.193 3.438 1.211
C 0.038 -3.183 2.234
H -0.158 -2.680 3.193
H 0.327 -4.230 2.446
H 0.884 -2.674 1.753
C -2.401 -3.573 2.291
H -2.464 -2.875 3.142
H -3.376 -3.602 1.780
H -2.214 -4.582 2.702
C -1.068 -4.299 0.266
H -1.322 -5.282 0.705
H -1.731 -4.138 -0.600
H -0.028 -4.359 -0.093
C -3.856 -0.836 2.022
H -3.000 -0.664 2.693
H -4.492 0.068 2.048
H -4.449 -1.673 2.415
C -3.583 0.273 -0.189
H -2.790 1.000 0.039
H -3.629 0.128 -1.280
H -4.547 0.709 0.132
C -4.240 -2.134 -0.133
H -3.617 -2.949 -0.540
H -5.000 -2.576 0.531
H -4.774 -1.668 -0.983
C 3.169 2.872 2.264
H 2.995 3.390 3.225
H 3.000 1.794 2.425
H 4.225 3.027 1.989
C 0.941 3.938 1.957
H 0.109 4.178 1.274
H 0.582 3.197 2.686
H 1.208 4.865 2.498
C 2.815 4.640 0.470
H 2.403 5.572 0.901
H 3.909 4.687 0.558
H 2.551 4.633 -0.602
C 2.677 0.425 -2.032
H 3.016 0.638 -3.060
H 3.092 -0.558 -1.740
H 1.580 0.343 -2.016
C 4.170 0.793 -0.060
H 3.619 0.148 0.645
H 4.859 0.162 -0.654
H 4.779 1.516 0.505
C 3.866 2.606 -1.815
H 3.172 3.110 -2.511
H 4.329 3.365 -1.166
H 4.674 2.157 -2.424
Mn 0.153 0.283 0.749
N 1.168 -1.294 -0.313
C 0.493 -2.006 -1.135
C 1.103 -3.048 -2.007
C 2.273 -3.697 -1.552
C 0.583 -3.415 -3.267
C 2.896 -4.679 -2.325
H 2.668 -3.397 -0.576
C 1.211 -4.399 -4.045
H -0.316 -2.927 -3.656
C 2.368 -5.036 -3.578
H 3.799 -5.174 -1.951
H 0.793 -4.666 -5.022
H 2.856 -5.806 -4.185
Br -3.710 4.921 1.132
C -2.741 3.511 1.982
C -2.895 3.284 3.337
C -2.224 2.224 3.917
C -1.386 1.423 3.138
N -1.165 1.656 1.792
C -1.891 2.690 1.234
H -3.552 3.906 3.932
H -2.358 2.011 4.970
H -0.939 0.606 3.669
H -1.894 2.885 0.190
*
```

# 3
Below is a 11-piece molecular cluster, C36H52N2O34S6 overall at a distorted geometry, with properties calculated with the ωB97M-V functional and the def2-TZVPD basis.

## Properties
highest occupied orbital energy: -0.3562 Ha
ΔE to the lowest compared entry with this formula, charge and spin: 54.9 kJ/mol
orbital gap: 8.4 eV

Structure (ORCA input):
```
! RIJCOSX wB97M-V def2-TZVPD def2/J DEFGRID3
* xyz 0 1
O -1.976 -1.958 -2.814
N -0.822 -1.754 -3.080
O 0.117 -2.145 -2.413
C -0.552 -1.102 -4.375
C -1.600 -0.955 -5.290
C -1.317 -0.318 -6.494
C -0.065 0.134 -6.810
C 1.010 -0.199 -5.985
C 0.735 -0.693 -4.718
H -2.595 -1.291 -5.041
H -2.136 -0.126 -7.176
H 0.170 0.667 -7.723
H 1.995 0.128 -6.291
H 1.598 -0.949 -4.120
O 2.491 -5.725 4.991
N 1.771 -5.655 4.022
O 0.653 -6.110 3.954
C 2.346 -5.012 2.824
C 3.480 -4.236 2.967
C 4.099 -3.673 1.861
C 3.653 -4.012 0.586
C 2.495 -4.783 0.428
C 1.814 -5.210 1.557
H 3.964 -4.107 3.925
H 4.997 -3.101 2.047
H 4.037 -3.603 -0.335
H 2.185 -5.044 -0.574
H 0.931 -5.819 1.408
O -4.767 3.759 4.038
S -3.737 4.619 3.535
O -3.542 5.910 4.120
O -2.379 3.763 3.422
C -1.545 4.295 2.399
C -2.559 4.928 1.396
O -3.853 4.762 1.944
H -0.802 4.994 2.779
H -1.021 3.430 1.997
H -2.454 4.485 0.410
H -2.271 5.975 1.289
O -4.209 1.134 -5.051
S -4.929 1.964 -4.141
O -6.321 2.159 -4.349
O -4.603 1.551 -2.643
C -3.604 2.398 -2.077
C -3.948 3.777 -2.648
O -4.196 3.460 -4.014
H -3.621 2.333 -0.990
H -2.634 2.006 -2.386
H -3.035 4.366 -2.587
H -4.808 4.232 -2.161
O -3.464 -2.610 3.230
S -2.320 -3.454 3.130
O -1.078 -2.999 3.668
O -2.668 -4.971 3.544
C -3.547 -5.509 2.545
C -2.957 -4.973 1.211
O -2.078 -3.907 1.572
H -3.534 -6.592 2.621
H -4.558 -5.191 2.802
H -3.721 -4.606 0.533
H -2.278 -5.734 0.833
O -0.740 0.813 2.393
S -0.707 0.390 1.010
O -1.677 0.945 0.124
O 0.804 0.601 0.430
C 1.467 -0.656 0.282
C 0.636 -1.769 0.902
O -0.690 -1.233 1.036
H 1.839 -0.814 -0.729
H 2.411 -0.563 0.826
H 0.947 -2.003 1.919
H 0.603 -2.633 0.247
O 1.377 5.088 5.880
S 1.684 4.253 4.760
O 2.055 4.816 3.497
O 2.714 3.032 5.145
C 2.078 1.898 5.701
C 0.747 1.858 4.945
O 0.407 3.190 4.636
H 2.754 1.057 5.547
H 1.989 1.972 6.790
H -0.079 1.457 5.526
H 0.957 1.294 4.037
O 1.649 2.656 -1.649
S 0.567 3.573 -1.871
O -0.326 3.916 -0.815
O 1.129 4.883 -2.615
C 1.236 4.637 -4.017
C 0.370 3.369 -4.319
O -0.355 3.135 -3.132
H 0.825 5.499 -4.537
H 2.266 4.528 -4.351
H 0.886 2.471 -4.666
H -0.313 3.595 -5.139
O -7.806 -1.032 0.570
C -6.657 -0.952 0.880
C -5.458 -1.814 0.595
C -4.309 -0.910 0.903
C -4.860 -0.068 2.056
O -6.257 0.042 1.710
H -5.512 -2.584 1.379
H -5.468 -2.347 -0.353
H -3.330 -1.375 1.000
H -4.122 -0.234 0.059
H -4.770 -0.570 3.017
H -4.353 0.893 2.099
O 3.922 -0.720 3.554
C 4.052 0.171 2.773
C 5.142 0.430 1.702
C 4.511 1.536 0.858
C 3.430 2.148 1.751
O 3.097 1.112 2.642
H 6.073 0.762 2.159
H 5.306 -0.482 1.133
H 5.204 2.275 0.462
H 3.926 1.133 0.026
H 3.747 2.975 2.401
H 2.579 2.585 1.227
O 5.054 -1.448 -0.755
C 4.963 -1.707 -1.916
C 3.750 -2.170 -2.771
C 4.165 -1.598 -4.128
C 5.687 -1.689 -4.107
O 6.041 -1.603 -2.721
H 3.618 -3.248 -2.738
H 2.901 -1.640 -2.344
H 3.706 -2.197 -4.914
H 3.870 -0.556 -4.240
H 6.080 -2.644 -4.454
H 6.131 -0.832 -4.609
*
```

# 4
Below is C36H52N3O8P2PbSi as an isolated structure, with properties calculated with the ωB97M-V functional and the def2-TZVPD basis.

## Properties
highest occupied orbital energy: -0.5937 Ha
ΔE to the lowest compared entry with this formula, charge and spin: 79.6 kJ/mol
orbital gap: 7.5 eV

Structure (ORCA input):
```
! RIJCOSX wB97M-V def2-TZVPD def2/J DEFGRID3
* xyz 3 1
Pb -1.135 -0.781 -0.060
C -1.488 -3.760 3.420
C -0.116 -4.236 2.979
C 0.669 -4.862 4.114
O 0.684 -3.159 2.353
P 0.755 -1.652 2.773
O -0.318 -0.772 2.193
C 2.390 -1.201 2.122
P 2.440 -1.169 0.299
O 1.085 -1.428 -0.316
O 3.019 0.185 -0.215
C 2.969 1.590 0.152
C 4.236 1.950 0.903
C 1.698 1.972 0.897
O 3.574 -2.116 -0.191
C 3.674 -3.572 -0.335
C 2.570 -4.116 -1.224
C 3.719 -4.247 1.021
O 0.844 -1.631 4.326
C 0.536 -0.546 5.271
C 1.188 0.753 4.836
C -0.964 -0.414 5.449
H -2.050 -4.618 3.786
H -2.037 -3.299 2.603
H -1.400 -3.037 4.232
H -0.215 -4.956 2.166
H 0.779 -4.162 4.940
H 1.662 -5.170 3.784
H 0.139 -5.744 4.470
H 3.124 -1.920 2.487
H 2.664 -0.216 2.497
H 2.978 2.092 -0.817
H 4.263 1.481 1.887
H 4.293 3.032 1.027
H 5.107 1.622 0.337
H 1.750 1.689 1.949
H 0.823 1.501 0.444
H 1.568 3.054 0.855
H 4.635 -3.687 -0.833
H 1.602 -3.985 -0.739
H 2.743 -5.175 -1.406
H 2.575 -3.589 -2.179
H 2.763 -4.142 1.537
H 4.520 -3.830 1.632
H 3.924 -5.308 0.884
H 0.990 -0.901 6.194
H 0.741 1.099 3.900
H 2.267 0.631 4.717
H 1.025 1.513 5.597
H -1.436 -0.114 4.513
H -1.167 0.340 6.209
H -1.398 -1.354 5.788
C -4.763 -4.509 -0.408
N -3.560 -4.214 -1.192
C -3.194 -4.975 -2.253
C -2.076 -4.713 -2.970
C -1.301 -3.585 -2.589
N -1.661 -2.852 -1.532
C -2.760 -3.163 -0.806
O -3.029 -2.488 0.206
N -0.218 -3.211 -3.273
H -5.469 -5.063 -1.020
H -5.211 -3.578 -0.077
H -4.506 -5.101 0.470
H -3.843 -5.806 -2.494
H -1.791 -5.340 -3.802
H 0.148 -3.796 -4.005
H 0.369 -2.489 -2.889
O -1.451 1.679 -1.165
Si -1.240 3.143 -1.541
C -0.254 4.438 -0.700
C -0.671 4.820 0.582
C 0.103 5.692 1.326
C 1.298 6.177 0.808
C 1.714 5.800 -0.464
C 0.945 4.935 -1.224
C -1.088 3.406 -3.895
C -0.314 4.447 -4.430
C 0.790 4.170 -5.214
C 1.152 2.856 -5.480
C 0.387 1.817 -4.966
C -0.718 2.082 -4.177
C -2.372 3.729 -3.124
C -2.676 5.091 -2.798
C -3.962 5.492 -2.521
C -5.005 4.570 -2.550
C -4.749 3.228 -2.830
C -3.476 2.818 -3.142
H -1.600 4.442 0.995
H -0.228 5.998 2.310
H 1.904 6.853 1.396
H 2.637 6.192 -0.868
H 1.276 4.654 -2.217
H -0.600 5.479 -4.283
H 1.358 4.988 -5.638
H 2.015 2.644 -6.096
H 0.647 0.792 -5.194
H -1.287 1.254 -3.780
H -1.882 5.826 -2.767
H -4.162 6.533 -2.304
H -6.020 4.898 -2.366
H -5.558 2.511 -2.846
H -3.306 1.791 -3.428
*
```

What is the formula in the second record?
C36H51BrMnN3OP2